Entry from the OMol25 dataset: one molecule with the formula C6H3ClN2O3S (ωB97M-V/def2-TZVPD).

Structure (XYZ):
```
16
Properties=species:S:1:pos:R:3
N 2.775 -0.571 -1.389
C 1.772 -0.482 -0.837
C 0.533 -0.645 0.031
C 0.776 -0.437 1.492
Cl 2.038 -1.405 2.247
C -0.141 0.292 2.178
S -1.366 1.162 1.486
C -0.618 0.302 -0.459
C -0.151 1.440 -1.145
O -0.704 2.358 -1.673
N -1.742 -0.442 -1.105
O -1.483 -1.533 -1.492
O -2.778 0.100 -1.296
H 0.245 -1.720 -0.247
H -0.063 0.287 3.277
H 0.907 1.293 -1.069
```

HOMO-LUMO gap: 7.01 eV
SMILES string: N#C[C@H]1C(Cl)=CS[C@]1(C=O)[N+](=O)[O-]
energy above the lowest of the compared OMol25 structures with the same formula, charge and spin: 29.8 kcal per mole

Löwdin analysis output, partial charges in e: atom 1 (N): 0.192, atom 2 (C): -0.207, atom 3 (C): -0.263, atom 4 (C): -0.691, atom 5 (Cl): 0.682, atom 6 (C): -0.565, atom 7 (S): 1.013, atom 8 (C): -0.245, atom 9 (C): -0.285, atom 10 (O): 0.142, atom 11 (N): -0.392, atom 12 (O): 0.116, atom 13 (O): 0.135, atom 14 (H): 0.174, atom 15 (H): 0.091, atom 16 (H): 0.104

=====

Entry from the OMol25 dataset: C6H3NOS as an isolated structure (ωB97M-V/def2-TZVPD).

Structure (XYZ):
```
12
Properties=species:S:1:pos:R:3
C 1.494 -0.330 -2.873
C 1.690 0.048 -1.746
C -1.829 -0.506 0.840
C -1.599 0.127 2.023
C 0.178 0.190 0.438
C 1.840 0.515 -0.434
N -0.806 -0.457 -0.049
O 2.704 1.038 0.178
S -0.025 0.820 2.041
H 1.328 -0.643 -3.861
H -2.731 -1.029 0.572
H -2.245 0.227 2.871
```

HOMO-LUMO gap: 9.02 eV
energy above the lowest of the compared OMol25 structures with the same formula, charge and spin: 33.4 kcal per mole

Löwdin analysis output, partial charges in e: atom 1 (C): 0.194, atom 2 (C): -0.060, atom 3 (C): -0.254, atom 4 (C): -0.409, atom 5 (C): -0.489, atom 6 (C): -0.321, atom 7 (N): 0.007, atom 8 (O): 0.121, atom 9 (S): 1.016, atom 10 (H): 0.038, atom 11 (H): 0.102, atom 12 (H): 0.056

=====

Entry from the OMol25 dataset: a 14-piece molecular cluster, C6H40N2O13 overall (ωB97M-V/def2-TZVPD).

Structure (XYZ):
```
61
Properties=species:S:1:pos:R:3
C 2.883 0.016 -0.559
C 1.742 -0.978 -0.408
C 0.488 -0.419 -1.042
C -0.504 0.068 -0.281
N -1.556 0.728 -0.915
C -2.718 1.132 -0.074
C -2.862 2.632 -0.204
N 3.499 0.185 -1.824
H 2.454 0.974 -0.161
H 3.616 0.014 0.296
H 1.463 -1.418 0.523
H 2.026 -1.930 -0.982
H 0.637 -0.314 -2.055
H -0.671 -0.483 0.671
H -1.348 1.409 -1.625
H -3.540 0.501 -0.496
H -2.582 0.766 0.952
H -3.885 2.963 0.035
H -2.531 3.036 -1.200
H -2.228 3.047 0.584
H 4.198 -0.511 -2.106
H 2.846 0.278 -2.610
H -2.517 -1.532 -0.523
H -3.043 -2.819 -1.207
O -3.004 -2.340 -0.353
H -2.103 -3.132 0.880
H -2.843 -3.352 2.341
O -2.042 -3.239 1.853
H -0.908 -2.558 -1.589
H -0.977 -3.277 -3.070
O -1.411 -2.798 -2.371
H 1.311 2.301 0.891
H 0.383 2.827 1.963
O 1.254 2.933 1.607
H 0.867 4.298 -0.848
H 1.953 4.000 0.100
O 1.828 4.301 -0.802
H 2.528 -0.254 2.168
H 3.775 0.256 2.557
O 3.492 -0.452 1.965
H -3.928 -0.816 2.099
H -3.854 -2.175 2.752
O -3.501 -1.293 2.820
H -1.331 1.931 3.773
H -1.305 0.708 3.003
O -0.824 1.565 3.042
H 0.893 1.198 -3.111
H 1.188 2.697 -3.502
O 0.488 1.997 -3.468
H -1.909 -1.477 3.650
H -0.322 -0.979 3.522
O -1.205 -0.858 3.908
H 1.072 -2.722 1.740
H -0.438 -2.851 2.386
O 0.425 -2.305 2.320
H 3.210 2.214 -2.451
H 2.498 3.608 -2.453
O 2.908 2.951 -3.038
H 1.305 -3.120 -4.144
H 1.149 -2.577 -2.748
O 0.927 -3.362 -3.291
```

HOMO-LUMO gap: 8.22 eV
energy above the lowest of the compared OMol25 structures with the same formula, charge and spin: 96.5 kcal per mole

Löwdin analysis output, partial charges in e: atom 1 (C): -0.318, atom 2 (C): -0.198, atom 3 (C): -0.138, atom 4 (C): -0.140, atom 5 (N): -0.024, atom 6 (C): -0.261, atom 7 (C): -0.081, atom 8 (N): 0.007, atom 9 (H): 0.105, atom 10 (H): 0.096, atom 11 (H): 0.050, atom 12 (H): 0.122, atom 13 (H): 0.059, atom 14 (H): 0.132, atom 15 (H): 0.097, atom 16 (H): 0.109, atom 17 (H): 0.088, atom 18 (H): 0.077, atom 19 (H): 0.093, atom 20 (H): 0.066, atom 21 (H): 0.096, atom 22 (H): 0.063, atom 23 (H): 0.012, atom 24 (H): 0.068, atom 25 (O): -0.058, atom 26 (H): 0.035, atom 27 (H): 0.028, atom 28 (O): -0.069, atom 29 (H): 0.022, atom 30 (H): 0.022, atom 31 (O): -0.062, atom 32 (H): 0.005, atom 33 (H): -0.003, atom 34 (O): -0.040, atom 35 (H): 0.052, atom 36 (H): 0.010, atom 37 (O): -0.044, atom 38 (H): 0.082, atom 39 (H): 0.064, atom 40 (O): -0.080, atom 41 (H): 0.062, atom 42 (H): 0.036, atom 43 (O): -0.038, atom 44 (H): 0.054, atom 45 (H): 0.005, atom 46 (O): -0.077, atom 47 (H): -0.020, atom 48 (H): 0.018, atom 49 (O): -0.087, atom 50 (H): 0.012, atom 51 (H): 0.027, atom 52 (O): -0.089, atom 53 (H): 0.038, atom 54 (H): 0.050, atom 55 (O): -0.110, atom 56 (H): 0.027, atom 57 (H): 0.007, atom 58 (O): -0.092, atom 59 (H): 0.061, atom 60 (H): 0.026, atom 61 (O): -0.056

=====

Entry from the OMol25 dataset: a 14-piece molecular cluster, C6H40NO14 overall (ωB97M-V/def2-TZVPD).

Structure (XYZ):
```
61
Properties=species:S:1:pos:R:3
C -0.751 0.810 -1.264
N 0.009 -0.342 -0.594
C 1.347 -0.645 -1.257
C 1.928 -1.929 -0.684
C 0.888 -3.064 -0.831
C 2.236 -1.830 0.772
C 2.402 0.410 -1.147
O 2.486 0.920 -2.480
H -1.163 0.562 -2.232
H -0.331 1.805 -1.165
H -1.706 0.980 -0.686
H -0.108 -0.114 0.454
H 1.289 -0.899 -2.464
H 2.787 -2.250 -1.291
H 0.405 -2.907 -1.741
H 0.204 -2.937 -0.038
H 1.343 -4.053 -0.918
H 3.253 -2.328 0.949
H 1.586 -2.180 1.518
H 2.384 -0.762 0.976
H 3.384 0.215 -0.754
H 2.075 1.247 -0.438
H -1.939 -2.170 -3.116
H -1.634 -1.152 -4.307
O -2.322 -1.580 -3.809
H -3.751 -0.791 2.630
H -2.636 -0.788 3.653
O -3.448 -0.309 3.434
H 0.938 1.840 1.148
H 2.453 2.169 1.814
O 1.885 1.495 1.457
H -2.702 -1.546 -1.277
H -1.208 -1.316 -0.758
O -1.974 -1.965 -0.896
H 2.332 -1.233 -3.796
H 1.728 0.024 -3.813
O 2.110 -0.568 -4.414
H 1.205 3.966 -2.153
H 2.025 1.955 -2.551
O 1.919 3.494 -2.729
H 2.593 3.337 -2.148
H -0.579 3.118 1.962
O -0.469 2.522 1.249
H 1.705 -0.406 3.373
H 0.778 -0.638 4.266
O 1.537 -1.077 4.080
H -3.251 -1.734 0.553
H -3.940 -2.585 1.637
O -3.931 -1.728 1.282
H -0.797 -2.553 3.952
H -1.203 -2.259 2.420
O -1.557 -2.675 3.292
H 0.260 3.542 0.298
H -0.609 4.676 -0.359
O 0.307 4.376 -0.277
H -1.992 0.530 2.548
H -0.873 1.456 2.032
O -1.074 0.447 2.374
H -1.913 3.076 0.852
H -3.313 2.971 1.008
O -2.606 3.369 0.402
```

HOMO-LUMO gap (spin up / spin down): 10.28 / 4.70 eV
energy above the lowest of the compared OMol25 structures with the same formula, charge and spin: 140.1 kcal per mole
multiplicity: 2
expectation value of S²: 0.756

Löwdin analysis output, partial charges in e: atom 1 (C): 0.004, atom 2 (N): 0.118, atom 3 (C): -0.230, atom 4 (C): -0.379, atom 5 (C): -0.040, atom 6 (C): -0.061, atom 7 (C): -0.187, atom 8 (O): -0.124, atom 9 (H): 0.089, atom 10 (H): 0.088, atom 11 (H): 0.112, atom 12 (H): 0.155, atom 13 (H): 0.179, atom 14 (H): 0.153, atom 15 (H): 0.047, atom 16 (H): 0.055, atom 17 (H): 0.103, atom 18 (H): 0.129, atom 19 (H): 0.055, atom 20 (H): 0.055, atom 21 (H): 0.146, atom 22 (H): 0.112, atom 23 (H): 0.033, atom 24 (H): 0.024, atom 25 (O): -0.059, atom 26 (H): -0.013, atom 27 (H): 0.000, atom 28 (O): -0.098, atom 29 (H): 0.028, atom 30 (H): 0.047, atom 31 (O): -0.125, atom 32 (H): 0.019, atom 33 (H): 0.008, atom 34 (O): -0.038, atom 35 (H): -0.001, atom 36 (H): -0.043, atom 37 (O): -0.014, atom 38 (H): 0.106, atom 39 (H): 0.135, atom 40 (O): -0.001, atom 41 (H): 0.000, atom 42 (H): 0.036, atom 43 (O): -0.314, atom 44 (H): 0.042, atom 45 (H): -0.044, atom 46 (O): -0.027, atom 47 (H): 0.043, atom 48 (H): 0.036, atom 49 (O): -0.027, atom 50 (H): 0.075, atom 51 (H): 0.063, atom 52 (O): -0.115, atom 53 (H): -0.009, atom 54 (H): 0.037, atom 55 (O): -0.104, atom 56 (H): -0.041, atom 57 (H): -0.007, atom 58 (O): -0.137, atom 59 (H): -0.150, atom 60 (H): 0.098, atom 61 (O): -0.041

=====

Entry from the OMol25 dataset: a 14-piece molecular cluster, C6H41NO13 overall (ωB97M-V/def2-TZVPD).

Structure (XYZ):
```
61
Properties=species:S:1:pos:R:3
C -1.853 4.238 -0.110
C -0.380 3.983 -0.267
C 0.094 2.513 -0.274
C 0.054 1.816 1.083
C 0.634 2.657 2.158
C 0.466 0.347 1.141
N 0.038 4.664 -1.501
H -2.462 4.289 -0.983
H -2.053 5.183 0.416
H -2.330 3.494 0.540
H 0.261 4.480 0.486
H -0.451 2.030 -1.085
H 1.165 2.457 -0.539
H -1.052 1.730 1.374
H 0.855 2.100 3.091
H 0.031 3.517 2.520
H 1.688 2.989 2.063
H 1.500 0.101 1.464
H 0.284 -0.255 0.235
H -0.065 -0.220 1.888
H -0.065 5.660 -1.556
H 0.882 4.413 -1.997
H 0.081 -2.672 -4.638
H 0.370 -1.172 -4.989
O 0.778 -2.024 -4.783
H 1.489 -3.871 -2.300
H 2.508 -3.578 -1.200
O 1.553 -3.477 -1.418
H -3.184 2.240 3.457
H -3.163 1.950 2.021
O -2.555 1.947 2.776
H -0.358 1.168 -3.783
H -1.224 -0.044 -3.379
O -0.605 0.284 -4.073
H -1.612 -3.323 -0.238
H -2.336 -2.808 0.973
O -2.239 -2.634 0.025
H -1.912 -1.056 -0.775
H -0.848 -0.400 -1.575
O -1.824 -0.401 -1.498
H 4.091 0.586 -2.537
H 3.478 -0.373 -3.559
O 4.096 -0.332 -2.819
H 1.554 -4.534 0.702
H 2.579 -3.773 1.611
O 2.020 -4.552 1.541
H -3.576 -2.641 2.509
H -2.453 -1.478 2.893
O -3.168 -1.789 2.326
H -1.100 -1.097 4.072
H -0.376 -2.307 4.628
O -0.900 -2.037 3.868
H 4.245 -1.890 -1.507
H 2.900 -1.528 -1.188
O 3.594 -2.089 -0.791
H 0.868 -1.826 -1.601
H 0.997 -0.763 -2.657
O 1.011 -0.857 -1.697
H -1.934 0.919 4.417
H -0.420 1.086 4.380
O -1.119 0.590 4.818
```

HOMO-LUMO gap: 8.80 eV
energy above the lowest of the compared OMol25 structures with the same formula, charge and spin: 51.3 kcal per mole

Löwdin analysis output, partial charges in e: atom 1 (C): -0.053, atom 2 (C): -0.442, atom 3 (C): -0.137, atom 4 (C): -0.429, atom 5 (C): -0.105, atom 6 (C): -0.053, atom 7 (N): 0.007, atom 8 (H): 0.068, atom 9 (H): 0.083, atom 10 (H): 0.056, atom 11 (H): 0.120, atom 12 (H): 0.106, atom 13 (H): 0.123, atom 14 (H): 0.111, atom 15 (H): 0.065, atom 16 (H): 0.092, atom 17 (H): 0.094, atom 18 (H): 0.094, atom 19 (H): 0.047, atom 20 (H): 0.051, atom 21 (H): 0.061, atom 22 (H): 0.058, atom 23 (H): 0.042, atom 24 (H): 0.006, atom 25 (O): -0.067, atom 26 (H): 0.067, atom 27 (H): 0.050, atom 28 (O): -0.077, atom 29 (H): 0.069, atom 30 (H): 0.066, atom 31 (O): -0.065, atom 32 (H): 0.054, atom 33 (H): 0.037, atom 34 (O): -0.063, atom 35 (H): 0.057, atom 36 (H): 0.018, atom 37 (O): -0.058, atom 38 (H): 0.004, atom 39 (H): -0.021, atom 40 (O): -0.093, atom 41 (H): 0.059, atom 42 (H): 0.054, atom 43 (O): -0.038, atom 44 (H): -0.001, atom 45 (H): 0.031, atom 46 (O): -0.058, atom 47 (H): 0.059, atom 48 (H): 0.007, atom 49 (O): -0.056, atom 50 (H): -0.005, atom 51 (H): 0.053, atom 52 (O): -0.079, atom 53 (H): 0.047, atom 54 (H): 0.002, atom 55 (O): -0.097, atom 56 (H): 0.034, atom 57 (H): 0.023, atom 58 (O): -0.092, atom 59 (H): 0.022, atom 60 (H): 0.034, atom 61 (O): -0.041

=====

Entry from the OMol25 dataset: C6H4BrClIN as an isolated structure (ωB97M-V/def2-TZVPD).

Structure (XYZ):
```
14
Properties=species:S:1:pos:R:3
C -0.059 1.493 -0.870
C -1.282 1.455 -0.243
C 0.802 0.412 -0.766
C -1.586 0.449 0.675
C 0.471 -0.672 0.020
C -0.738 -0.631 0.720
N 1.318 -1.982 0.300
Cl -1.178 -1.842 1.836
Br 1.957 -2.575 -1.354
I 2.746 -1.614 1.674
H 0.402 2.214 -1.540
H -1.979 2.235 -0.323
H 1.698 0.634 -1.411
H -2.574 0.423 1.280
```

HOMO-LUMO gap: 8.38 eV
energy above the lowest of the compared OMol25 structures with the same formula, charge and spin: 0.0 kcal per mole

Löwdin analysis output, partial charges in e: atom 1 (C): -0.088, atom 2 (C): -0.078, atom 3 (C): -0.103, atom 4 (C): -0.115, atom 5 (C): -0.443, atom 6 (C): -0.673, atom 7 (N): -1.059, atom 8 (Cl): 0.712, atom 9 (Br): 0.592, atom 10 (I): 0.787, atom 11 (H): 0.109, atom 12 (H): 0.088, atom 13 (H): 0.128, atom 14 (H): 0.141

=====

What is the formula in the first record? C6H3ClN2O3S

=====

Which of these has the lowest energy above the lowest of the compared OMol25 structures with the same formula, charge and spin? C6H4BrClIN

=====

Look up the energy above the lowest of the compared OMol25 structures with the same formula, charge and spin of the fifth one. 51.3 kcal per mole

=====

energy above the lowest of the compared OMol25 structures with the same formula, charge and spin of number 6 (C6H4BrClIN)? 0.0 kcal per mole